Computed, not measured: 10 unconnected molecules or ions with the total composition C23H41Cl2F18N3O13S in a non-equilibrium geometry, with ωB97M-V with the def2-TZVPD basis set.

Structure (ORCA input):
```
! RIJCOSX wB97M-V def2-TZVPD def2/J DEFGRID3
* xyz 2 1
Cl 15.771 -1.394 13.049
Cl 15.232 1.627 11.950
S 10.185 1.708 17.010
F 18.133 -3.294 22.233
F 9.594 6.637 17.081
F 9.094 8.194 20.169
F 12.216 6.234 13.438
F 12.155 0.798 15.573
F 11.696 4.809 14.917
F 10.083 5.719 13.777
F 10.142 10.075 19.951
F 18.984 -3.580 20.278
F 16.945 -4.153 20.660
F 8.319 4.934 16.621
F 11.336 -1.838 19.830
F 11.135 -1.851 21.982
F 12.505 2.798 16.249
F 7.731 6.952 16.096
F 12.685 1.152 17.645
F 10.075 9.153 21.878
F 13.099 -1.585 21.151
O 7.898 5.644 19.315
O 9.589 2.321 15.826
O 9.783 0.311 17.207
O 12.201 4.405 11.710
O 17.855 -0.852 21.058
O 12.583 0.992 20.851
O 10.647 3.171 12.742
O 16.458 -1.876 19.624
O 6.720 7.291 18.342
O 11.375 7.115 19.510
O 12.501 8.429 20.903
O 10.091 2.556 18.200
O 10.399 0.609 21.024
N 7.830 2.874 13.881
N 7.353 -0.867 17.359
N 8.169 2.987 20.079
C 6.005 7.656 19.520
C 15.908 -0.656 19.090
C 13.856 2.950 20.690
C 17.413 -1.829 20.536
C 11.847 3.874 9.370
C 10.164 8.879 20.572
C 14.915 -0.134 13.980
C 12.030 1.630 16.602
C 17.872 -3.236 20.932
C 11.508 8.187 20.297
C 11.815 -1.328 20.963
C 15.506 -0.955 17.660
C 12.215 5.506 17.998
C 11.538 0.217 20.971
C 12.444 2.418 20.801
C 7.603 6.349 18.383
C 12.522 3.490 10.677
C 11.359 4.136 12.660
C 11.349 5.280 13.712
C 12.555 6.373 19.192
C 4.772 6.771 19.766
C 14.113 0.729 13.022
C 8.339 6.212 17.030
H 12.214 2.484 10.983
H 4.024 6.945 18.993
H 12.053 2.755 21.766
H 12.908 5.853 20.084
H 10.785 4.045 9.549
H 7.335 2.472 19.831
H 7.117 2.529 14.514
H 5.667 8.683 19.426
H 8.380 -0.683 17.262
H 11.903 6.068 17.126
H 14.335 2.650 19.753
H 13.579 3.310 10.487
H 13.495 0.110 12.377
H 11.735 2.692 20.021
H 7.646 3.814 13.530
H 12.303 4.816 9.057
H 14.367 -0.560 14.818
H 6.847 -0.489 16.554
H 8.810 2.892 19.250
H 15.159 -0.055 17.146
H 13.555 1.485 13.568
H 13.389 7.042 18.963
H 13.978 4.019 20.824
H 6.608 7.582 20.425
H 15.734 0.443 14.409
H 13.015 4.796 17.793
H 14.469 2.397 21.405
H 8.012 3.975 20.315
H 8.678 2.875 14.506
H 15.090 -0.416 19.768
H 11.373 4.894 18.339
H 4.303 7.009 20.719
H 8.004 2.258 13.085
H 16.650 0.143 19.097
H 14.658 -1.640 17.617
H 11.976 3.173 8.550
H 6.881 -0.344 18.095
H 7.176 -1.871 17.437
H 8.674 2.615 20.892
H 16.313 -1.353 17.048
H 5.065 5.720 19.765
*
```

The value obtained for the largest force on an atom is 0.061 Eh/bohr. Its energy is -140386.708 eV. As for the LUMO energy: -6.6225 eV. The calculation puts the energy above the lowest of the compared OMol25 structures with the same formula, charge and spin at 0.0 kcal/mol. For the HOMO-LUMO gap, the calculation gives 7.375 eV.